# 1
Molecular formula: C17H26ClFeN2S2
Method: DFT, ωB97M-V/def2-TZVPD

Summary:
- Charge: 0
- Gap between HOMO and LUMO (alpha / beta): 7.14 / 6.80 eV
- 2S+1: 2
- <S²>: 1.140

```
49
Properties=species:S:1:pos:R:3:forces:R:3:lowdin_charge:R:1
Fe 0.882179 -0.849820 0.598034 0.029 -0.098 -0.041 -0.13
C -1.105340 1.832444 3.710771 -0.022 0.012 -0.036 -0.13
C -0.636074 0.706619 2.828519 -0.049 -0.078 0.015 -0.74
S 0.828073 0.888222 2.001193 0.052 -0.029 -0.041 0.81
C -1.386196 -0.461210 2.717045 0.010 0.114 0.082 -0.76
C -2.658045 -0.617046 3.508260 -0.009 0.031 -0.069 -0.13
S -0.899560 -1.736358 1.717439 0.010 -0.063 -0.030 0.74
H -0.379291 2.642243 3.713912 -0.001 0.003 0.004 0.06
H -1.253434 1.496960 4.739683 0.012 -0.005 0.005 0.08
H -2.062514 2.229871 3.361486 -0.002 0.001 0.015 0.08
H -3.407172 0.108069 3.176376 -0.008 -0.010 0.020 0.08
H -2.492272 -0.441175 4.573105 0.012 -0.017 0.009 0.08
H -3.068566 -1.615225 3.376750 -0.006 -0.001 0.012 0.06
C -1.887652 -0.967535 -3.535748 0.007 0.017 0.004 -0.06
C -2.411054 0.171147 -2.664735 0.013 -0.005 -0.015 -0.21
N -1.418721 1.201183 -2.382105 -0.012 0.025 -0.008 -0.09
C -1.581657 2.477183 -3.069350 0.024 -0.032 -0.014 -0.22
C -1.154809 2.433039 -4.530792 -0.012 0.004 0.018 -0.07
C -0.402718 0.957241 -1.511193 -0.070 -0.038 -0.004 -0.37
C 0.639161 2.016033 -1.322293 -0.003 -0.005 0.038 -0.01
N -0.311446 -0.144181 -0.840292 0.050 0.086 0.079 0.06
H -2.667822 -1.714812 -3.683568 0.002 -0.005 -0.001 0.08
H -1.027248 -1.458221 -3.081377 -0.003 -0.006 0.003 0.07
H -1.579454 -0.593884 -4.512036 -0.004 -0.007 -0.002 0.07
H -2.812740 -0.217143 -1.723111 -0.010 0.006 -0.003 0.12
H -3.243139 0.663412 -3.168381 -0.009 -0.001 0.012 0.12
H -1.021672 3.240890 -2.537593 -0.015 0.006 -0.003 0.10
H -2.634840 2.760236 -2.997248 -0.001 0.008 0.003 0.12
H -0.105230 2.149157 -4.617730 0.004 -0.002 -0.006 0.08
H -1.288552 3.411036 -4.994749 0.002 0.000 -0.002 0.08
H -1.749036 1.711762 -5.093112 0.002 0.003 -0.003 0.07
H 0.229845 2.851678 -0.751641 0.007 -0.001 -0.014 0.10
H 1.008879 2.389863 -2.276872 0.002 -0.001 -0.007 0.09
H 1.452666 1.584280 -0.751463 0.024 -0.009 -0.001 0.03
H -1.094279 -0.769993 -0.983652 0.001 0.001 -0.018 0.04
Cl 1.437846 -3.084832 -0.620392 -0.015 -0.018 -0.012 0.74
C 2.358649 -2.652444 0.823949 -0.026 -0.004 0.070 -0.62
C 2.446981 -3.585824 1.862020 -0.016 0.009 -0.003 -0.11
C 3.189494 -3.273387 2.971737 -0.006 0.004 -0.009 -0.09
C 3.848260 -2.034873 3.037311 0.011 0.000 0.019 -0.08
C 3.767351 -1.137823 2.006120 -0.020 -0.027 -0.004 -0.05
C 3.034043 -1.417748 0.821966 -0.024 0.089 -0.027 -0.40
C 2.728652 -0.428307 -0.187467 0.094 0.059 -0.068 -0.20
H 1.916340 -4.524435 1.783131 -0.003 0.002 -0.015 0.11
H 3.255178 -3.974496 3.792371 0.005 0.004 0.004 0.10
H 4.426394 -1.784196 3.917613 -0.001 0.000 -0.001 0.10
H 4.274651 -0.183418 2.070015 0.002 0.001 -0.001 0.12
H 2.754163 -0.764481 -1.222658 0.003 -0.021 0.024 0.05
H 3.261728 0.510296 -0.049246 -0.031 -0.002 0.020 0.06
```
Positions in Å, forces in eV/Å.


# 2
Molecular formula: C17H26GeN3O7STa
Method: DFT, ωB97M-V/def2-TZVPD

Summary:
- Charge: -1
- Gap between HOMO and LUMO (alpha / beta): 5.04 / 7.52 eV
- 2S+1: 2
- <S²>: 0.753
- Relative energy (zero: lowest compared OMol25 entry of this formula, charge and spin): 1.072 eV

```
56
Properties=species:S:1:pos:R:3:forces:R:3:lowdin_charge:R:1
Ta -0.209290 0.247237 0.703193 -0.368 0.257 0.063 1.64
O -1.011385 4.012684 -0.075520 -0.025 -0.014 0.014 -0.01
C -0.388708 2.818167 0.409110 -0.018 -0.073 0.011 -0.76
O -1.359497 1.945882 0.907327 0.093 -0.099 -0.075 -0.28
C 0.475336 3.168692 1.623499 0.062 0.016 0.019 -0.11
O 0.870199 1.901400 2.166502 0.005 -0.066 -0.095 -0.22
C 0.565445 1.633109 3.526337 -0.005 0.082 0.054 -0.10
C -0.198806 0.321525 3.764374 -0.050 -0.036 -0.006 -0.63
O -0.389142 0.019570 4.931996 0.003 0.002 0.009 0.03
O -0.584393 -0.352528 2.737277 0.002 -0.137 -0.054 -0.15
H -1.889432 3.986378 0.325751 0.009 0.013 -0.016 0.09
H -0.134998 3.713496 2.347250 0.011 0.026 -0.006 0.12
H 1.368708 3.741902 1.367857 -0.014 0.017 0.003 0.13
H -0.044824 2.434170 3.948280 -0.012 -0.011 -0.010 0.13
H 1.493658 1.578377 4.099916 0.001 0.003 -0.003 0.13
O -2.326683 -0.311262 0.450508 0.260 0.003 0.189 -0.29
N -2.724891 -1.507026 0.869372 0.043 -0.041 -0.059 -0.20
C -3.933863 -1.580239 1.453898 -0.018 0.013 0.001 -0.01
C -4.453400 -2.780217 1.857193 0.016 0.012 -0.004 -0.07
C -3.690139 -3.933707 1.653677 0.003 -0.001 -0.003 -0.08
C -2.451835 -3.834623 1.073557 0.012 -0.016 -0.008 -0.09
C -1.926792 -2.592325 0.673422 -0.044 0.020 0.024 -0.66
S -0.400780 -2.329782 -0.025306 0.017 0.114 -0.015 0.68
H -4.419172 -0.622610 1.561283 -0.007 -0.005 0.004 0.14
H -5.424410 -2.809565 2.327964 -0.001 0.001 0.000 0.10
H -4.067621 -4.899756 1.963183 0.001 -0.001 0.000 0.10
H -1.828997 -4.703568 0.917910 -0.008 -0.005 0.003 0.10
N 3.434824 -3.546685 -0.903272 -0.008 -0.021 0.002 0.04
C 4.431631 -2.624378 -1.116524 0.014 0.016 0.026 -0.13
C 3.964700 -1.817408 -2.109431 -0.047 0.016 -0.006 -0.16
N 2.709554 -2.216092 -2.505660 0.097 -0.043 -0.061 0.06
C 2.423023 -3.248201 -1.759237 -0.053 0.056 -0.006 -0.25
H 3.408721 -4.245419 -0.183554 -0.003 0.006 0.004 0.14
H 5.342031 -2.617827 -0.544069 0.000 -0.001 0.000 0.10
H 4.446156 -0.960083 -2.549226 0.006 -0.008 -0.015 0.09
H 1.494292 -3.793930 -1.768587 0.002 -0.009 -0.002 0.08
C 2.548414 -1.019950 1.604944 -0.005 -0.013 0.072 -0.21
O 1.611270 -0.337889 0.850782 -0.007 0.004 -0.004 -0.49
H 2.624652 -2.065356 1.284040 -0.013 -0.013 -0.002 0.05
H 2.277506 -1.019960 2.668764 0.002 0.005 -0.005 0.08
H 3.538206 -0.559423 1.502587 -0.005 0.002 -0.019 0.08
C -0.346134 3.843147 -3.248844 0.000 0.016 -0.008 -0.24
Ge -0.310828 2.048483 -2.419610 -0.003 -0.024 0.028 0.76
C 0.890400 0.962770 -3.530299 0.006 -0.011 -0.008 -0.23
C -2.134113 1.333421 -2.526371 0.001 0.013 -0.053 -0.22
C 0.374009 2.001407 -0.616132 0.077 -0.078 0.032 -0.36
H -0.398690 3.763081 -4.337790 -0.010 0.007 0.000 0.00
H 0.552336 4.403176 -2.983532 0.010 -0.009 -0.010 0.01
H -1.207489 4.405394 -2.888446 0.005 0.002 0.010 0.00
H 0.579338 0.980976 -4.577412 -0.010 -0.006 0.000 0.01
H 0.926592 -0.072729 -3.190411 0.001 0.003 0.011 -0.01
H 1.904641 1.365336 -3.471529 0.002 0.000 -0.012 0.01
H -2.542473 1.483638 -3.528920 -0.022 -0.013 0.009 0.01
H -2.772796 1.834586 -1.798050 0.002 0.007 0.001 0.01
H -2.136466 0.268610 -2.291346 -0.001 -0.004 -0.001 0.00
H 1.452405 2.185926 -0.622677 -0.007 0.027 -0.025 0.05
```
Positions in Å, forces in eV/Å.


# 3
Molecular formula: C17H26N2O4S
Method: DFT, ωB97M-V/def2-TZVPD

Summary:
- Charge: 0
- Gap between HOMO and LUMO: 9.65 eV
- Relative energy (zero: lowest compared OMol25 entry of this formula, charge and spin): 0.207 eV

```
50
Properties=species:S:1:pos:R:3:forces:R:3:lowdin_charge:R:1
C 1.346294 -2.801470 -1.306437 0.298 -0.099 0.031 -0.06
O 0.230570 -1.927710 -1.301934 -0.470 0.025 0.138 -0.13
C -0.501585 -1.905539 -0.142068 0.007 -0.187 -0.099 -0.28
C -1.328706 -2.962796 0.220608 0.239 0.138 -0.218 0.02
C -2.129321 -2.878807 1.345995 0.050 0.092 0.047 0.00
C -2.138985 -1.744140 2.151469 0.082 0.005 -0.099 -0.16
C -3.002284 -1.606189 3.393929 -0.105 0.027 0.168 -0.56
C -3.888600 -2.831306 3.633659 0.182 0.212 -0.078 -0.06
C -2.085916 -1.422742 4.611566 -0.139 -0.044 -0.132 -0.04
C -3.908005 -0.377375 3.234420 0.086 -0.178 0.036 -0.04
C -1.296562 -0.698383 1.785872 -0.085 -0.010 0.119 0.00
C -0.491826 -0.777776 0.668996 0.479 0.319 -0.451 -0.17
S 0.613211 0.600492 0.368074 -0.448 -0.034 0.186 0.73
O 1.857020 0.115423 -0.185293 -0.247 -0.165 -0.103 -0.29
O 0.724950 1.336686 1.593765 -0.187 0.174 0.087 -0.28
N -0.279132 1.568426 -0.678082 0.224 -0.618 0.804 -0.22
C 0.194398 2.941474 -0.690425 0.475 0.535 0.325 -0.19
C 1.574219 3.031575 -1.335719 -0.250 0.089 -0.017 -0.13
C 1.589213 2.398960 -2.737419 0.195 -0.043 -0.028 -0.21
C 3.041966 2.204372 -3.176600 -0.545 0.185 -0.021 -0.53
N 3.733366 1.343337 -2.402377 0.407 -0.399 0.303 0.18
O 3.529625 2.772936 -4.129035 0.149 0.222 -0.343 0.06
C 0.852984 1.051284 -2.813045 -0.206 0.018 0.012 -0.13
C -0.454516 1.060009 -2.023400 0.098 -0.518 -0.538 -0.18
H 1.700993 -2.826675 -2.334903 0.038 -0.056 0.050 0.10
H 2.131627 -2.407249 -0.654709 -0.046 -0.049 -0.040 0.09
H 1.070702 -3.810047 -0.985432 -0.013 0.048 -0.044 0.09
H -1.352978 -3.849276 -0.395889 0.013 -0.053 -0.095 0.12
H -2.756067 -3.722773 1.583443 -0.093 -0.073 0.052 0.11
H -3.289516 -3.725256 3.789153 0.030 -0.154 0.003 0.08
H -4.489025 -2.672478 4.526616 -0.052 0.015 0.080 0.09
H -4.566042 -2.994204 2.798806 -0.098 -0.082 -0.092 0.09
H -1.434932 -2.286640 4.726674 0.092 -0.080 0.044 0.09
H -1.463752 -0.538943 4.506912 0.096 0.117 0.029 0.08
H -2.683150 -1.318121 5.514531 -0.057 0.031 0.128 0.09
H -3.324194 0.531572 3.125520 0.042 0.150 -0.016 0.08
H -4.547105 -0.270826 4.108014 -0.077 0.044 0.109 0.09
H -4.540103 -0.486395 2.355774 -0.089 0.026 -0.092 0.09
H -1.220209 0.204914 2.368703 -0.088 0.083 0.168 0.11
H -0.541748 3.542129 -1.232252 -0.037 -0.101 0.060 0.13
H 0.236844 3.273717 0.347384 -0.058 0.210 -0.150 0.11
H 1.885402 4.075129 -1.410630 0.060 -0.013 0.034 0.13
H 2.274783 2.516402 -0.677629 0.057 0.162 -0.031 0.10
H 1.121755 3.097873 -3.438962 0.167 -0.064 0.020 0.15
H 3.314006 0.873364 -1.613700 0.036 0.039 -0.042 0.07
H 4.699877 1.166892 -2.617862 -0.050 0.053 -0.032 0.12
H 1.473273 0.255656 -2.405315 -0.076 0.024 -0.179 0.08
H 0.645604 0.814500 -3.858100 0.024 -0.032 -0.015 0.13
H -1.203006 1.694334 -2.509164 -0.004 -0.059 0.114 0.13
H -0.850220 0.046819 -1.952609 -0.106 0.068 -0.192 0.11
```
Positions in Å, forces in eV/Å.


- Number 3 is which compound?
  C17H26N2O4S


- Which formula does entry 3 have?
  C17H26N2O4S